No. 1
ORCA calculation (the ωB97M-V functional and the def2-TZVPD basis) on one molecule with the formula C3F2O.

* HOMO level: -10.516 eV
* Kohn-Sham gap: 9.864 eV
* E_tot: -10589.0423 eV
* LUMO level: -0.65 eV
* strongest force on any atom: 9.34 eV Å⁻¹
* ΔE to the lowest compared entry with this formula, charge and spin: 1.0030 eV
* SMILES: O=C(F)C#CF

The geometry in ORCA input format:
```
! wB97M-V def2-TZVPD RIJCOSX def2/J DEFGRID3
* xyz 0 1
O 0.111 1.141 -1.287
C 0.408 0.043 -0.978
F 0.774 -0.876 -2.003
C 0.127 -0.077 0.317
C -0.565 -0.035 1.355
F -0.855 -0.196 2.596
*
```

=====

No. 2
ORCA calculation (the ωB97M-V functional and the def2-TZVPD basis) on C33H70BBr2F3O32S7Si3 as an isolated structure.

* HOMO level: -8.808 eV
* Kohn-Sham gap: 8.343 eV
* E_tot: -349256.0881 eV
* LUMO level: -0.47 eV
* strongest force on any atom: 13.53 eV Å⁻¹

The geometry in ORCA input format:
```
! wB97M-V def2-TZVPD RIJCOSX def2/J DEFGRID3
* xyz 0 1
C 6.114 3.851 0.988
C 6.840 2.457 0.440
C 5.987 2.029 -0.930
C 4.376 1.865 -0.555
C 3.516 1.082 -1.739
C 2.354 0.189 -0.946
C 0.861 0.308 -1.612
C 0.388 -1.159 -2.262
Si -1.298 -1.725 -1.428
C -1.052 -2.300 0.392
C 0.475 -2.159 0.971
C 0.820 -3.416 2.019
F 1.136 -4.585 1.116
Br -0.649 -3.802 3.321
C 2.215 -3.134 2.872
F 1.907 -2.372 4.106
F 3.271 -2.464 2.069
Br 2.830 -4.970 3.514
O -2.403 -0.374 -1.637
Si -4.085 -0.847 -1.458
C -4.651 -1.199 0.348
C -6.199 -1.833 0.355
C -5.137 0.697 -2.062
C -5.872 1.498 -0.835
O -4.823 2.154 -0.038
Si -5.320 3.732 0.555
C -5.722 5.005 -0.847
C -6.776 3.694 1.821
C -3.778 4.452 1.530
B -4.645 -2.328 -2.562
O -5.702 -2.082 -3.606
O -4.164 -3.729 -2.466
H 5.867 4.472 0.003
H 6.817 4.461 1.733
H 5.090 3.588 1.543
H 6.667 1.597 1.249
H 7.981 2.605 0.184
H 6.408 0.998 -1.353
H 6.032 2.893 -1.748
H 4.310 1.213 0.416
H 3.843 2.893 -0.373
H 4.294 0.325 -2.234
H 3.071 1.800 -2.552
H 2.765 -0.928 -0.901
H 2.250 0.523 0.192
H 0.037 0.709 -0.847
H 0.868 1.084 -2.507
H 1.238 -1.960 -2.078
H 0.183 -1.066 -3.417
H -1.692 -2.937 -2.192
H -1.324 -3.460 0.451
H -1.784 -1.762 1.144
H 1.320 -2.232 0.137
H 0.623 -1.162 1.600
H -3.999 -1.991 0.930
H -4.722 -0.233 1.031
H -6.149 -3.000 0.462
H -6.807 -1.495 -0.612
H -6.832 -1.407 1.271
H -4.407 1.474 -2.600
H -5.944 0.408 -2.859
H -6.513 2.367 -1.343
H -6.634 0.864 -0.212
H -5.602 4.423 -1.872
H -6.848 5.356 -0.672
H -4.948 5.886 -0.753
H -7.830 3.510 1.339
H -6.836 4.736 2.388
H -6.612 2.888 2.685
H -3.721 3.877 2.550
H -3.869 5.616 1.629
H -2.842 4.164 0.872
H -6.302 -2.906 -3.540
H -4.173 -4.038 -1.501
C -3.021 6.186 -5.763
C -4.347 6.829 -5.367
O -4.647 6.301 -4.077
S -3.251 6.023 -3.280
O -2.995 7.151 -2.413
O -3.256 4.656 -2.813
O -2.251 6.130 -4.563
H -3.170 5.162 -6.120
H -2.494 6.764 -6.527
H -5.149 6.599 -6.073
H -4.246 7.915 -5.272
C 3.730 3.872 5.431
C 4.700 2.729 5.718
O 5.947 3.152 5.171
S 6.056 4.775 5.292
O 6.826 5.089 6.475
O 6.365 5.310 3.986
O 4.485 5.068 5.614
H 3.384 3.843 4.392
H 2.866 3.859 6.101
H 4.380 1.787 5.266
H 4.834 2.588 6.796
C 3.328 -8.635 3.043
C 4.702 -8.145 3.491
O 5.268 -9.233 4.218
S 4.727 -10.634 3.581
O 5.732 -11.131 2.668
O 4.166 -11.433 4.645
O 3.506 -10.008 2.701
H 2.603 -8.579 3.862
H 2.949 -8.074 2.184
H 4.642 -7.252 4.118
H 5.348 -7.942 2.630
C 3.313 -11.561 7.866
C 4.477 -12.097 8.695
O 4.031 -12.035 10.048
S 2.419 -12.278 10.086
O 2.180 -13.669 10.401
O 1.810 -11.190 10.816
O 2.134 -12.060 8.496
H 3.278 -10.467 7.897
H 3.359 -11.893 6.826
H 5.389 -11.510 8.562
H 4.682 -13.146 8.455
C -6.670 11.907 -3.460
C -5.650 10.834 -3.085
O -6.258 9.598 -3.452
S -7.206 9.840 -4.757
O -6.457 9.461 -5.935
O -8.525 9.329 -4.465
O -7.252 11.468 -4.686
H -7.465 11.974 -2.710
H -6.207 12.889 -3.587
H -5.408 10.844 -2.020
H -4.730 10.945 -3.668
C -5.948 -3.531 -8.101
C -7.070 -2.509 -8.261
O -7.833 -2.602 -7.060
S -6.838 -2.994 -5.828
O -6.478 -1.778 -5.134
O -7.378 -4.153 -5.157
O -5.562 -3.463 -6.729
H -6.307 -4.546 -8.303
H -5.094 -3.313 -8.748
H -7.696 -2.711 -9.133
H -6.669 -1.492 -8.329
C 11.281 -0.872 -0.655
C 12.176 0.257 -1.157
O 11.284 1.229 -1.697
S 9.888 1.192 -0.854
O 9.932 2.243 0.139
O 8.795 1.035 -1.786
O 10.135 -0.231 -0.099
H 10.949 -1.509 -1.481
H 11.778 -1.488 0.100
H 12.885 -0.079 -1.917
H 12.724 0.724 -0.331
*
```

=====

No. 3
ORCA calculation (the ωB97M-V functional and the def2-TZVPD basis) on C31H35N2S2 as an isolated structure.

* HOMO level: -10.424 eV
* Kohn-Sham gap: 5.784 eV
* E_tot: -57356.7243 eV
* LUMO level: -4.64 eV
* strongest force on any atom: 5.16 eV Å⁻¹
* ΔE to the lowest compared entry with this formula, charge and spin: 1.4423 eV

The geometry in ORCA input format:
```
! wB97M-V def2-TZVPD RIJCOSX def2/J DEFGRID3
* xyz 1 1
C -2.576 -5.182 -2.271
C -1.615 -4.188 -1.673
C -1.325 -2.998 -2.345
C -0.414 -2.067 -1.820
C 0.096 -0.975 -2.698
C -0.011 -2.223 -0.481
N 0.902 -1.316 0.145
C 0.758 0.132 0.203
N 1.987 0.609 -0.413
C 2.409 1.815 0.192
C 1.653 2.025 1.335
C 0.778 0.843 1.581
C 1.746 3.241 2.002
C 2.748 4.137 1.618
C 2.791 5.473 2.290
C 3.673 3.773 0.628
C 3.542 2.584 -0.102
C 4.600 2.166 -1.071
C 2.854 -0.469 -0.595
C 2.233 -1.597 -0.199
C -0.174 -3.468 0.152
C 0.499 -3.742 1.458
C -0.997 -4.427 -0.440
H -2.580 -6.120 -1.698
H -3.604 -4.784 -2.279
H -2.308 -5.410 -3.314
H -1.799 -2.811 -3.313
H 1.134 -0.705 -2.500
H 0.015 -1.277 -3.749
H -0.529 -0.073 -2.592
H -0.214 1.262 1.821
H -0.256 0.459 -0.317
H 1.085 0.147 2.380
H 1.031 3.485 2.788
H 3.612 6.082 1.900
H 1.848 6.016 2.130
H 2.918 5.364 3.376
H 4.509 4.439 0.406
H 5.146 3.059 -1.402
H 5.347 1.502 -0.605
H 4.193 1.656 -1.949
H 3.875 -0.340 -0.910
H 2.596 -2.606 -0.246
H -0.060 -4.511 2.004
H 1.526 -4.119 1.323
H 0.539 -2.840 2.080
H -1.184 -5.369 0.088
C -2.793 -2.643 2.592
C -2.202 -1.504 3.156
C -1.980 -0.378 2.356
C -2.123 -0.460 0.966
C -1.563 0.614 0.013
S -2.454 0.570 -1.508
C -2.254 2.163 -2.316
C -2.482 3.396 -1.464
C -1.464 3.396 -0.332
S -1.886 2.140 0.856
C -2.898 -1.505 0.457
C -3.188 -2.621 1.250
H -2.945 -3.543 3.195
H -1.941 -1.473 4.218
H -1.733 0.562 2.853
H -1.258 2.192 -2.778
H -3.029 2.090 -3.095
H -2.339 4.289 -2.081
H -3.505 3.413 -1.078
H -0.436 3.241 -0.674
H -1.524 4.320 0.259
H -3.286 -1.435 -0.564
H -3.718 -3.473 0.806
*
```

=====

No. 4
ORCA calculation (the ωB97M-V functional and the def2-TZVPD basis) on a 2-piece molecular cluster, C7H12O overall.

* HOMO level: -8.683 eV
* Kohn-Sham gap: 9.404 eV
* E_tot: -9498.8117 eV
* LUMO level: 0.72 eV
* strongest force on any atom: 1.70 eV Å⁻¹
* ΔE to the lowest compared entry with this formula, charge and spin: 2.0069 eV
* SMILES: C=CC(=C)C(=C)C.O

The geometry in ORCA input format:
```
! wB97M-V def2-TZVPD RIJCOSX def2/J DEFGRID3
* xyz 0 1
C 1.538 0.907 1.975
C 0.984 1.028 0.770
C -0.451 0.747 0.525
C -1.246 -0.031 1.265
C -0.957 1.113 -0.862
C -0.459 0.438 -1.889
C -2.169 1.987 -0.939
H 2.550 1.259 2.057
H 0.908 0.553 2.779
H 1.604 1.423 -0.013
H -0.915 -0.372 2.244
H -2.267 -0.228 0.964
H 0.489 -0.086 -1.777
H -0.769 0.606 -2.918
H -3.078 1.422 -0.746
H -2.270 2.456 -1.914
H -2.206 2.777 -0.180
O 2.793 -5.328 -0.064
H 2.404 -4.846 -0.807
H 3.516 -5.827 -0.470
*
```

=====

No. 5
ORCA calculation (the ωB97M-V functional and the def2-TZVPD basis) on a 3-piece molecular cluster, C17H15ClO13S overall.

* HOMO level: -9.623 eV
* Kohn-Sham gap: 7.742 eV
* E_tot: -67846.0237 eV
* LUMO level: -1.88 eV
* strongest force on any atom: 1.33 eV Å⁻¹
* SMILES: CS(=O)(=O)COC(=O)CC(=O)Cl.O=C1C=C(O)C(=O)C=C1O.O=C1C=C(O)C(=O)C=C1O

The geometry in ORCA input format:
```
! wB97M-V def2-TZVPD RIJCOSX def2/J DEFGRID3
* xyz 0 1
C -5.040 0.662 2.859
S -3.326 0.495 3.334
O -3.065 -0.906 3.524
O -3.016 1.353 4.446
C -2.468 1.135 1.861
O -1.284 1.827 2.200
C -0.239 1.067 2.595
O -0.227 -0.129 2.590
C 0.933 1.932 3.023
C 1.828 1.158 3.950
O 2.866 0.672 3.652
Cl 1.218 1.022 5.608
H -5.094 0.467 1.787
H -5.340 1.692 3.041
H -5.612 -0.063 3.426
H -2.353 0.353 1.122
H -3.139 1.885 1.441
H 0.550 2.809 3.543
H 1.478 2.215 2.124
O -3.092 0.000 -0.908
C -2.604 -0.122 -2.022
C -3.121 0.568 -3.186
C -2.554 0.367 -4.384
O -2.967 0.962 -5.493
C -1.389 -0.569 -4.565
O -0.951 -0.706 -5.691
C -0.862 -1.251 -3.395
C -1.424 -1.045 -2.195
O -0.987 -1.645 -1.092
H -3.961 1.233 -3.047
H -2.388 0.634 -6.210
H -0.023 -1.918 -3.539
H -1.554 -1.359 -0.353
O 5.577 -2.809 -2.163
C 4.995 -2.006 -1.456
C 5.390 -1.673 -0.100
C 4.670 -0.785 0.604
O 4.969 -0.441 1.847
C 3.454 -0.112 0.018
O 2.850 0.680 0.717
C 3.072 -0.432 -1.343
C 3.791 -1.319 -2.040
O 3.506 -1.665 -3.293
H 6.262 -2.164 0.306
H 4.285 0.186 2.157
H 2.207 0.068 -1.751
H 4.182 -2.323 -3.552
*
```

=====

No. 6
ORCA calculation (the ωB97M-V functional and the def2-TZVPD basis) on one molecule with the formula C6H7N.

* HOMO level: -6.449 eV
* Kohn-Sham gap: 6.759 eV
* E_tot: -7819.4495 eV
* LUMO level: 0.31 eV
* strongest force on any atom: 0.58 eV Å⁻¹
* ΔE to the lowest compared entry with this formula, charge and spin: 6.1978 eV

The geometry in ORCA input format:
```
! wB97M-V def2-TZVPD RIJCOSX def2/J DEFGRID3
* xyz 0 1
N -0.185 1.906 -1.996
C -0.011 1.131 -1.077
C -0.298 0.944 0.452
C 0.923 0.035 0.691
C 0.628 -0.363 -1.094
C -0.093 -1.125 -0.171
C -1.214 -0.286 0.465
H -0.520 1.807 1.077
H 1.935 0.368 0.441
H 0.956 -0.556 1.612
H 1.421 -0.787 -1.711
H 0.027 -2.197 -0.016
H -2.122 -0.222 -0.142
H -1.448 -0.653 1.469
*
```